# 1
{
  "formula": "C17H23N5O2SSn",
  "method": "ωB97M-V with the def2-TZVPD basis set",
  "species": ["N", "C", "C", "H", "H", "H", "N", "C", "C", "H", "H", "H", "N", "C", "C", "H", "H", "H", "Sn", "C", "O", "C", "O", "C", "C", "C", "C", "C", "C", "H", "H", "H", "H", "H", "H", "C", "N", "C", "S", "N", "C", "H", "H", "H", "H", "H", "H", "H", "H"],
  "coordinates": [[3.69861, -2.55912, 1.32730], [4.24443, -3.37511, 0.70302], [4.87608, -4.39860, -0.12295], [5.72831, -4.84827, 0.41477], [5.21089, -3.94769, -1.06501], [4.13817, -5.18384, -0.35092], [-1.63774, 2.18364, -4.02659], [-2.41791, 1.93427, -4.84840], [-3.41874, 1.69669, -5.86652], [-2.93040, 1.57567, -6.84037], [-4.09736, 2.55844, -5.90200], [-3.98301, 0.79175, -5.62443], [-0.29547, 2.16139, 2.98640], [-0.35490, 2.98106, 3.80762], [-0.41894, 3.99835, 4.84391], [-1.45533, 4.16267, 5.14846], [0.00042, 4.94488, 4.50963], [0.12431, 3.67613, 5.73472], [1.92063, 1.23482, -1.40756], [-1.95333, 0.72109, 0.84619], [-2.29747, 1.48589, 0.02873], [0.61659, -1.05219, -1.89535], [-0.02794, -2.00535, -1.92905], [3.93424, 1.87008, -2.35905], [4.00435, 1.92459, -0.94983], [3.14980, 2.79656, -0.24167], [2.20483, 3.56458, -0.93742], [2.07347, 3.43997, -2.32787], [2.96438, 2.62340, -3.04544], [4.61358, 1.23113, -2.92340], [4.70129, 1.29527, -0.40492], [3.22778, 2.93633, 0.83305], [1.64132, 4.32702, -0.38653], [1.36700, 4.08386, -2.86255], [2.91136, 2.62092, -4.13329], [-3.99522, -3.45203, 0.76818], [-3.31696, -2.17395, 1.00411], [-2.34985, -1.96297, 1.88409], [-1.33048, -0.40532, 1.83708], [-1.97307, -2.78134, 2.86903], [-2.84217, -3.69940, 3.63117], [-3.38194, -4.27471, 1.14106], [-4.14343, -3.57167, -0.30694], [-4.97441, -3.45279, 1.25824], [-3.48612, -1.40168, 0.35799], [-1.10498, -2.48071, 3.32314], [-2.47467, -4.72859, 3.52852], [-2.81344, -3.42531, 4.69368], [-3.87656, -3.63982, 3.27800]],
  "forces_ev_per_a": [[0.6, -0.9, -1.1], [-0.9, 1.1, 0.8], [0.1, -0.3, 0.0], [-0.3, 0.2, -0.3], [0.1, -0.2, 0.3], [0.3, 0.2, 0.1], [-0.6, -0.6, -0.7], [1.0, 0.6, 1.2], [-0.2, 0.0, -0.3], [-0.2, 0.0, 0.2], [0.1, -0.2, -0.1], [0.0, 0.2, -0.1], [-0.3, 0.8, 0.5], [0.1, -0.8, -0.9], [-0.2, 0.0, 0.4], [0.0, 0.0, -0.2], [0.0, 0.0, -0.2], [0.1, -0.1, -0.1], [-4.0, -3.3, 0.4], [-2.2, 3.2, -4.4], [1.5, -3.2, 3.9], [-2.8, -4.8, -0.7], [2.1, 3.2, 0.2], [1.1, 0.2, -0.5], [1.5, 0.8, 0.4], [1.1, 1.4, 0.4], [0.5, 1.6, 0.5], [0.2, 1.6, -0.5], [0.4, 0.7, -0.7], [-0.1, 0.1, 0.2], [0.1, 0.1, -0.1], [0.1, -0.3, 0.0], [-0.1, -0.5, -0.3], [0.0, -0.4, 0.1], [0.0, -0.2, 0.1], [-0.5, -0.6, -0.1], [1.5, 1.2, 0.5], [-1.6, -1.5, -0.4], [1.2, -0.4, 1.7], [0.5, 2.4, -1.0], [-0.5, -0.8, 0.4], [-0.1, 0.2, -0.1], [0.1, 0.1, 0.1], [0.2, 0.0, -0.1], [-0.4, -0.6, 0.2], [-0.3, -0.6, 0.1], [-0.1, 0.3, -0.1], [0.1, 0.1, -0.3], [0.4, 0.1, 0.1]],
  "charge": 4,
  "energy_ev": -46167.396,
  "orbital_gap_ev": 5.495,
  "lumo_energy_ha": -0.5340
}



# 2
{
  "formula": "C17H23N5O3RhSbSe4",
  "method": "ωB97M-V with the def2-TZVPD basis set",
  "species": ["Rh", "C", "N", "C", "C", "C", "C", "C", "N", "C", "C", "C", "C", "C", "C", "H", "H", "H", "H", "H", "H", "H", "H", "H", "H", "H", "N", "C", "C", "C", "O", "O", "H", "H", "H", "H", "H", "H", "C", "N", "C", "N", "O", "H", "H", "H", "H", "H", "H", "Se", "Sb", "Se", "Se", "Se"],
  "coordinates": [[-0.39898, -1.49093, 1.64235], [-2.04556, 2.42674, -0.51309], [-1.83833, 1.04413, -0.15819], [-2.72620, 0.21998, -0.55477], [-2.80301, -1.19913, -0.33454], [-3.79963, -1.98709, -0.91655], [-3.58767, -3.29831, -0.47750], [-2.47827, -3.24335, 0.36659], [-2.00262, -1.98344, 0.45182], [-1.30258, 2.86326, -1.75952], [-0.65744, 1.95283, -2.58371], [0.00314, 2.38937, -3.72759], [0.01937, 3.73332, -4.06505], [-0.62976, 4.65091, -3.24470], [-1.28199, 4.21467, -2.10347], [-1.69233, 3.05284, 0.31379], [-3.11377, 2.65982, -0.65437], [-3.57540, 0.57995, -1.16193], [-4.57037, -1.61792, -1.57815], [-4.16271, -4.18147, -0.70698], [-2.02179, -4.04501, 0.93290], [-0.65205, 0.90591, -2.30800], [0.51759, 1.66652, -4.34917], [0.53881, 4.06668, -4.95561], [-0.62119, 5.70595, -3.49308], [-1.78078, 4.93163, -1.45873], [0.79570, -2.94995, 0.67874], [2.12446, -3.17209, 1.28429], [3.00074, -1.94180, 1.29877], [2.50537, -0.76302, 2.13788], [3.27500, 0.19598, 2.27612], [1.34648, -0.84064, 2.66564], [0.28223, -3.83539, 0.74551], [0.87572, -2.66450, -0.29363], [2.63314, -3.98600, 0.75612], [1.94654, -3.53352, 2.29663], [3.18066, -1.56892, 0.28670], [3.97763, -2.22033, 1.70282], [3.33533, 2.62131, -0.12201], [2.66331, 1.46421, -0.66747], [1.50943, 0.95934, -0.13013], [0.83524, 1.78240, 0.73856], [1.08306, -0.14174, -0.47193], [4.20287, 2.84588, -0.74262], [3.67498, 2.45428, 0.90453], [2.67144, 3.48600, -0.15085], [3.23912, 0.73431, -1.05177], [1.42279, 2.14159, 1.48007], [0.00117, 1.32065, 1.09044], [1.07363, -3.35123, 5.70265], [-0.61125, -3.52082, 3.83443], [-1.72972, -0.24634, 2.99534], [-0.29909, -5.63413, 2.60931], [-2.35249, -3.65338, 5.54316]],
  "forces_ev_per_a": [[0.3, 0.4, 0.3], [0.0, 0.1, 0.0], [-0.2, -0.1, 0.0], [0.0, 0.0, -0.1], [-0.1, 0.2, 0.0], [0.0, -0.1, 0.0], [0.1, 0.1, 0.0], [-0.1, 0.0, 0.0], [0.2, -0.2, 0.1], [0.0, 0.0, 0.0], [0.1, 0.0, 0.0], [0.0, 0.0, 0.0], [0.0, 0.0, 0.0], [0.0, 0.0, 0.0], [0.0, 0.0, 0.0], [0.0, 0.0, 0.0], [0.0, 0.0, 0.0], [0.0, 0.0, 0.1], [0.0, 0.0, 0.0], [0.0, 0.0, 0.0], [0.0, 0.0, 0.0], [0.0, 0.0, 0.0], [0.0, 0.0, 0.0], [0.0, 0.0, 0.0], [0.0, 0.0, 0.0], [0.0, 0.0, 0.0], [0.1, -0.1, -0.1], [-0.1, -0.1, 0.0], [0.1, 0.0, 0.0], [-0.1, 0.0, 0.1], [0.0, 0.1, -0.1], [-0.2, 0.1, -0.1], [0.0, 0.0, 0.0], [0.0, 0.0, 0.0], [0.0, 0.0, 0.0], [0.0, 0.0, 0.0], [0.0, 0.0, 0.0], [0.0, 0.0, 0.0], [0.1, 0.0, 0.1], [0.0, 0.0, -0.1], [-0.3, -0.2, 0.1], [0.2, 0.1, 0.2], [0.1, 0.0, -0.3], [0.0, 0.0, 0.0], [0.0, 0.0, 0.0], [0.0, 0.0, 0.0], [0.0, 0.0, 0.0], [0.0, 0.0, 0.0], [0.0, -0.1, -0.1], [-0.3, 0.0, -0.1], [0.3, 0.0, -0.2], [-0.1, 0.1, 0.1], [0.0, -0.1, -0.2], [-0.1, 0.0, 0.4]],
  "multiplicity": 5,
  "charge": -2,
  "energy_ev": -302530.085,
  "orbital_gap_ev": [5.061, 5.471],
  "lumo_energy_ha": [0.1500, 0.1398]
}



Respective largest force on an atom values: 5.84, 0.56 eV/Å.